The following is a quantum chemistry calculation of a molecular structure, C32H44BrN3P2SV, from OMol25.

Last column: Mulliken spin population.
Element x y z (Å)
C: -3.80544 -5.37244 -2.51264  -0.0003
C: -2.71948 -5.80352 -3.32950  -0.0003
C: -2.93823 -6.93005 -4.16217  -0.0110
C: -4.25546 -7.37791 -4.31767  -0.0020
N: -5.25164 -6.89735 -3.59252  0.0046
C: -5.07463 -5.94941 -2.69531  -0.0016
C: -1.48908 -5.10314 -3.25143  0.2015
C: -0.99037 -3.89464 -2.84046  -0.1882
C: -0.80896 -2.96099 -1.81507  -0.1090
C: -1.62872 -1.82556 -1.65954  0.0694
C: -1.26111 -0.71495 -0.93505  0.0768
C: -0.04575 -0.75093 -0.19574  -0.0094
C: 0.63305 -1.98025 -0.09496  0.1077
C: 0.19230 -3.12345 -0.80774  -0.0027
V: 0.43380 -5.09264 -2.80052  2.1629
P: -0.28082 1.95112 -2.34703  0.5779
H: -2.11352 -7.37332 -4.71228  0.0009
H: -3.68599 -4.57027 -1.78449  0.0001
H: -4.48944 -8.11881 -5.08618  0.0001
H: -5.93519 -5.58606 -2.11709  -0.0004
H: 0.55872 -4.14436 -0.49663  -0.1450
H: -2.54324 -1.77139 -2.24044  0.0010
H: 1.55144 -1.97659 0.48565  -0.0085
H: -1.86465 0.19325 -0.97627  -0.0619
C: 1.00912 3.14081 -1.76113  0.0562
C: 1.95401 3.76952 -2.78910  0.0313
H: 1.59302 2.54119 -1.04072  0.0034
H: 0.48253 3.91955 -1.18290  -0.0016
H: 2.58117 4.52125 -2.28469  0.0052
H: 2.62096 3.01288 -3.22397  -0.0007
H: 1.41871 4.26289 -3.61366  -0.0013
C: 0.36949 1.33156 -3.97216  0.0716
C: -0.66957 0.53415 -4.75944  0.0065
H: 1.23209 0.69071 -3.71443  -0.0144
H: 0.75705 2.18071 -4.55598  0.0275
H: -0.19413 0.08965 -5.64375  0.0014
H: -1.09010 -0.28086 -4.15627  0.0007
H: -1.50203 1.16792 -5.08359  0.0009
C: -1.66761 3.06844 -2.86226  0.0523
C: -1.37684 4.18479 -3.86266  0.0476
H: -2.03273 3.49726 -1.91272  0.0058
H: -2.45487 2.39881 -3.24760  -0.0003
H: -2.32394 4.68779 -4.09952  0.0057
H: -0.69779 4.94001 -3.44939  -0.0012
H: -0.95286 3.81353 -4.80475  -0.0024
Br: 0.62069 0.68849 0.70940  0.0248
P: 2.70221 -4.03778 -3.06317  -0.0009
C: 2.43613 -2.29016 -3.37695  -0.0006
C: 3.71709 -1.60669 -3.87794  0.0036
H: 2.01235 -1.82597 -2.46972  0.0010
H: 1.65314 -2.27795 -4.15393  -0.0011
H: 3.48461 -0.67042 -4.39970  0.0010
H: 4.40769 -1.36338 -3.06266  -0.0009
H: 4.25181 -2.26971 -4.57222  0.0008
C: 3.21513 -4.39481 -1.35068  0.0344
C: 4.73356 -4.19176 -1.20749  0.0087
H: 2.97836 -5.45915 -1.16619  0.0138
H: 2.61808 -3.79704 -0.64094  -0.0380
H: 5.00473 -3.82440 -0.20432  -0.0009
H: 5.24541 -5.14904 -1.37435  0.0001
H: 5.11775 -3.48526 -1.95650  0.0016
C: 2.25461 -5.54622 -3.85661  -0.0474
C: 2.85103 -6.76060 -4.54575  0.0122
H: 1.26041 -5.26096 -4.36214  -0.0365
H: 1.92982 -6.03359 -2.81845  0.0568
H: 2.02780 -7.48051 -4.58035  -0.0007
H: 3.18590 -6.58675 -5.57058  0.0018
H: 3.64453 -7.22347 -3.95327  0.0014
N: 0.29206 -3.21530 2.66734  0.0004
C: -0.49428 -2.17279 3.02915  0.0029
N: -1.36465 -1.53625 2.27080  0.0054
C: -1.90370 -0.43879 2.91622  0.0011
C: -2.71170 0.54620 2.32368  0.0016
C: -3.04169 1.69707 3.04016  -0.0012
C: -2.63862 1.84327 4.37650  0.0018
C: -1.84149 0.86702 4.99445  -0.0001
C: -1.45781 -0.25512 4.26412  0.0007
S: -0.34433 -1.53412 4.68446  0.0002
H: 0.92936 -3.59597 3.36770  0.0000
H: 0.34426 -3.54237 1.71276  -0.0031
H: -3.04036 0.37882 1.29982  -0.0010
H: -3.62380 2.48653 2.55190  -0.0001
H: -2.94891 2.72852 4.93618  0.0000
H: -1.51844 0.97259 6.02187  0.0000

Forces on atoms 1 to 2 (eV/Å):
-0.2 -0.1 -0.7
-2.2 -0.9 0.5

**⟨S²⟩**: 3.812
**Total energy**: -163487.90533 eV
**Charge**: +2
**Energy above the lowest of the compared OMol25 structures with the same formula, charge and spin**: 34.2 kcal/mol
**Multiplicity**: 4
**HOMO-LUMO gap (alpha / beta)**: 5.89 / 3.15 eV